[1]
{
  "formula": "C13H12IrN3O2Se",
  "method": "ωB97M-V/def2-TZVPD",
  "symbols": ["Ir", "C", "C", "O", "C", "C", "C", "N", "N", "C", "O", "C", "C", "C", "C", "C", "C", "H", "H", "H", "H", "H", "H", "H", "H", "H", "H", "H", "H", "Se", "C", "N"],
  "coordinates": [[-0.4638, -0.7490, -0.0918], [-2.7755, 0.5101, 3.2262], [-2.0236, 0.5408, 1.9426], [-1.2373, -0.4218, 1.7243], [-2.1757, 1.6645, 1.0695], [-1.4450, 1.9808, -0.0383], [-1.5948, 3.2910, -0.7337], [-0.4987, 1.1078, -0.5427], [0.2966, 1.5545, -1.5065], [1.1692, 0.6111, -1.8347], [1.1500, -0.5292, -1.1784], [2.1584, 0.8183, -2.8732], [2.1638, 2.0096, -3.6077], [3.1216, 2.2047, -4.5830], [4.0698, 1.2180, -4.8303], [4.0628, 0.0312, -4.1070], [3.1096, -0.1741, -3.1280], [-2.5148, -0.3764, 3.7958], [-3.8464, 0.5073, 3.0090], [-2.5656, 1.4092, 3.8075], [-2.8917, 2.4060, 1.3961], [-2.4170, 3.8527, -0.3006], [-1.7708, 3.1317, -1.7974], [-0.6746, 3.8693, -0.6471], [1.4195, 2.7681, -3.4105], [3.1332, 3.1237, -5.1523], [4.8201, 1.3757, -5.5937], [4.8036, -0.7305, -4.3064], [3.0969, -1.0923, -2.5582], [-4.5509, -3.0560, 0.3307], [-2.9805, -2.4361, 0.0478], [-1.8765, -2.0269, -0.1530]],
  "mulliken_charge": [0.81, -1.27, 1.06, -0.67, -1.02, 1.08, -1.24, 0.24, -0.68, 0.73, -0.62, 0.47, -0.31, -0.69, -0.34, -0.65, -0.37, 0.35, 0.37, 0.39, 0.38, 0.38, 0.37, 0.33, 0.43, 0.40, 0.40, 0.41, 0.42, 0.00, 0.45, -0.59],
  "total_charge": 1,
  "lumo_energy_ev": [-5.5, -6.5],
  "homo_energy_ev": [-11.84, -11.71],
  "multiplicity": 2
}

---

[2]
{
  "formula": "C3I5O2",
  "method": "ωB97M-V/def2-TZVPD",
  "symbols": ["C", "C", "C", "O", "O", "I", "I", "I", "I", "I"],
  "coordinates": [[2.3826, 0.4629, -0.0457], [-0.5699, 0.4077, 0.0264], [-0.4496, -0.9412, -0.0895], [2.1899, 0.6983, -1.1463], [2.6821, 0.1246, 1.0169], [-0.9956, 1.4115, 1.8378], [-0.6735, 1.7433, -1.5472], [0.0011, -2.2227, 1.5914], [-4.1628, 0.3003, 0.3106], [-0.4043, -1.9849, -1.9546]],
  "mulliken_charge": [0.88, -0.78, -0.11, -0.34, -0.39, 0.23, 0.20, 0.09, -0.88, 0.10],
  "total_charge": -1,
  "lumo_energy_ev": 2.0,
  "homo_energy_ev": -3.50
}

---

[3]
{
  "formula": "C2H5NS2",
  "method": "ωB97M-V/def2-TZVPD",
  "symbols": ["C", "S", "C", "N", "S", "H", "H", "H", "H", "H"],
  "coordinates": [[1.3802, 1.3091, 0.4185], [1.5464, -0.2911, -0.3722], [0.2074, -1.1946, 0.2743], [-1.0360, -0.9959, 0.3146], [-1.7950, 0.5167, -0.1481], [2.3806, 1.6652, 0.3453], [0.7628, 1.9049, -0.2174], [1.0087, 1.2485, 1.4216], [0.5488, -2.1534, 0.7294], [-2.9961, 0.0094, -0.3135]],
  "mulliken_charge": [-0.89, -0.06, -0.05, -0.35, -0.12, 0.29, 0.32, 0.34, 0.36, 0.16],
  "total_charge": 0,
  "lumo_energy_ev": 0.6,
  "homo_energy_ev": -8.85
}

---

[4]
{
  "formula": "C14H20AsNO4Tc",
  "method": "ωB97M-V/def2-TZVPD",
  "symbols": ["Tc", "C", "C", "C", "O", "C", "O", "O", "H", "H", "H", "H", "H", "H", "H", "C", "As", "C", "C", "O", "H", "H", "H", "H", "H", "H", "H", "H", "H", "N", "C", "C", "C", "C", "C", "C", "C", "H", "H", "H", "H"],
  "coordinates": [[-0.1509, 0.5034, 0.2356], [2.1894, -0.3158, 3.4758], [0.8419, 0.2765, 3.1246], [0.2597, 1.1653, 4.2041], [0.9908, 1.1012, 1.8775], [-0.1552, -0.8236, 2.7664], [-0.4614, -1.6986, 3.4933], [-0.7250, -0.7165, 1.5023], [2.8882, 0.4749, 3.7551], [2.6033, -0.9003, 2.6527], [2.0693, -0.9739, 4.3351], [0.9599, 1.9616, 4.4535], [0.0840, 0.5636, 5.0952], [-0.6870, 1.6063, 3.8914], [1.9185, 1.3532, 1.7555], [-3.6230, -1.4733, -1.2269], [-3.0830, 0.2909, -1.6941], [-4.1222, 1.5937, -0.7753], [-3.0599, 0.5936, -3.5690], [-1.4274, 0.4591, -1.1962], [-4.6842, -1.5868, -1.4484], [-3.4510, -1.6194, -0.1613], [-3.0444, -2.1906, -1.8056], [-5.1492, 1.5233, -1.1353], [-3.7304, 2.5869, -0.9872], [-4.1006, 1.3887, 0.2936], [-4.0756, 0.5033, -3.9538], [-2.4163, -0.1482, -4.0378], [-2.6819, 1.5972, -3.7556], [5.8006, -1.2825, -3.5551], [4.8546, -1.0477, -2.9490], [3.6718, -0.7529, -2.1887], [2.9935, 0.4457, -2.4134], [1.8500, 0.7249, -1.6863], [1.4141, -0.1937, -0.7281], [2.0817, -1.3963, -0.4995], [3.2146, -1.6739, -1.2398], [3.3578, 1.1416, -3.1565], [1.3120, 1.6506, -1.8866], [1.7204, -2.1106, 0.2299], [3.7524, -2.6007, -1.0923]],
  "mulliken_charge": [0.46, -1.62, 1.67, -1.62, -0.62, 0.17, -0.42, -0.59, 0.50, 0.39, 0.42, 0.41, 0.41, 0.38, 0.40, -1.00, 0.69, -1.05, -1.02, -0.64, 0.42, 0.34, 0.38, 0.42, 0.37, 0.37, 0.41, 0.37, 0.36, -0.34, -0.17, 0.48, -0.89, -0.25, 1.31, -0.36, -0.58, 0.49, 0.43, 0.62, 0.50],
  "total_charge": 2,
  "lumo_energy_ev": [-7.8, -8.7],
  "homo_energy_ev": [-15.53, -15.86],
  "multiplicity": 4
}

---

[5]
{
  "formula": "C2H7PS3",
  "method": "ωB97M-V/def2-TZVPD",
  "symbols": ["C", "S", "P", "C", "S", "S", "H", "H", "H", "H", "H", "H", "H"],
  "coordinates": [[2.3973, -0.5412, 0.1532], [1.0292, -0.2711, 1.2974], [-0.7746, -0.2335, -0.5094], [-1.5424, 1.3882, -0.0909], [-0.1715, -0.4803, -2.3269], [-2.1293, -1.6695, 0.2318], [2.9071, 0.4003, -0.0407], [1.9962, -0.9468, -0.7790], [3.0781, -1.2592, 0.6047], [-1.6607, 1.4560, 0.9878], [-0.8855, 2.1843, -0.4346], [-2.5102, 1.4649, -0.5861], [-1.7338, -1.4921, 1.4928]],
  "mulliken_charge": [-0.65, -0.18, 0.41, -0.86, -0.35, -0.23, 0.26, 0.17, 0.29, 0.34, 0.29, 0.33, 0.17],
  "total_charge": 0,
  "lumo_energy_ev": -0.6,
  "homo_energy_ev": -8.97
}

---

[6]
{
  "formula": "C8H13N2",
  "method": "ωB97M-V/def2-TZVPD",
  "symbols": ["C", "C", "C", "C", "C", "C", "C", "C", "N", "N", "H", "H", "H", "H", "H", "H", "H", "H", "H", "H", "H", "H", "H"],
  "coordinates": [[-0.1379, -1.6781, -0.1430], [1.0978, -1.8151, 0.2375], [0.0682, -2.6769, 1.0172], [0.7614, 0.1384, -1.3188], [0.9413, 0.8261, 0.8919], [-0.6301, -0.4391, -0.6628], [1.0617, 2.3304, 0.9142], [-1.9394, -0.3216, -1.4760], [1.6013, 0.1182, -0.1780], [-0.5893, 0.5210, 0.6005], [-0.1271, -2.3419, 1.9786], [0.3536, -3.7920, 0.8570], [0.9769, -0.5704, -2.0906], [0.6452, 1.0994, -1.5932], [1.4135, 0.2350, 1.6841], [0.4137, 2.6424, 1.6242], [1.0920, 2.8525, -0.0218], [2.0469, 2.5545, 1.2241], [-2.2281, 0.7651, -1.8645], [-2.6523, -0.8818, -1.0050], [-1.9577, -0.9430, -2.3863], [-1.0946, -0.0483, 1.3154], [-1.1170, 1.4252, 0.3953]],
  "mulliken_charge": [-0.02, -0.36, -0.42, -0.82, 0.19, 0.93, -1.57, -1.61, -0.36, -0.18, 0.30, 0.23, 0.45, 0.47, 0.45, 0.51, 0.31, 0.45, 0.34, 0.47, 0.40, 0.38, 0.45],
  "total_charge": 1,
  "lumo_energy_ev": [-4.7, -4.7],
  "homo_energy_ev": [-13.88, -13.88]
}

---

Number 1: DFT total energy -90417.0192 eV. Number 2: DFT total energy -47710.9990 eV. Number 3: DFT total energy -25314.3282 eV. Number 4: DFT total energy -87542.4069 eV. Number 5: DFT total energy -43982.7184 eV. Number 6: DFT total energy -11472.6617 eV.